1.
{
  "formula": "C29H54BHoN8O2P",
  "method": "ωB97M-V/def2-TZVPD",
  "homo_energy_ev": [-14.7464, -14.7471],
  "orbital_gap_ev": [7.91, 7.91],
  "charge": 3,
  "e_lumo_ev": [-6.84, -6.84],
  "spin_multiplicity": 5,
  "elements": ["Ho", "P", "O", "O", "N", "N", "N", "N", "N", "N", "N", "N", "C", "C", "C", "C", "C", "C", "C", "C", "C", "C", "C", "C", "C", "C", "C", "C", "C", "C", "C", "C", "C", "C", "C", "C", "C", "C", "C", "C", "C", "B", "H", "H", "H", "H", "H", "H", "H", "H", "H", "H", "H", "H", "H", "H", "H", "H", "H", "H", "H", "H", "H", "H", "H", "H", "H", "H", "H", "H", "H", "H", "H", "H", "H", "H", "H", "H", "H", "H", "H", "H", "H", "H", "H", "H", "H", "H", "H", "H", "H", "H", "H", "H", "H", "H"],
  "xyz": [[1.5069, -0.5514, -0.2701], [0.3918, 2.5721, 1.0628], [-1.3997, -0.3916, -1.5062], [-2.0804, -0.3217, 0.6745], [1.1953, -1.5198, -2.6334], [1.9420, 1.2300, -2.0284], [-1.8681, 4.0192, 0.3521], [-0.4497, 5.0255, 2.0386], [1.7017, -0.9630, 2.2849], [-1.8630, 3.1357, 2.6212], [0.8927, -2.9846, 0.4290], [5.7658, -3.3713, -1.2860], [4.8972, -3.9686, -0.2273], [-5.0510, -0.6230, -2.1320], [-2.8011, -0.4720, -1.4623], [-3.2049, -0.4203, -0.1539], [6.4316, -0.3813, -0.2396], [-7.8792, -0.6073, -1.6462], [5.2747, -1.9838, -1.7298], [7.2104, -3.4165, -0.8665], [-7.3335, 0.4775, 0.5222], [-0.8573, 3.1142, -0.2025], [-0.8048, 2.0876, 2.3849], [-7.2002, -2.0131, 0.2917], [-4.5252, -0.4735, 0.2165], [0.9324, -2.1510, 2.7100], [-3.7009, -0.5745, -2.4916], [-1.2309, 4.4635, 3.0822], [3.9880, -0.5459, -0.0836], [-1.2798, 5.2618, 0.8561], [5.3078, 0.9379, 1.3998], [4.1037, 0.4052, 0.9387], [-2.6824, 3.3997, 1.3370], [1.2030, -0.4219, -3.6380], [2.2844, 0.5673, -3.3090], [-5.4854, -0.5753, -0.8032], [5.2198, -0.9545, -0.6373], [-6.9662, -0.6748, -0.4226], [1.2961, -3.3031, 1.8171], [0.7700, 4.2628, 1.7378], [6.4878, 0.5454, 0.7930], [-0.9582, -0.3047, -0.1648], [7.8148, -2.9842, -1.6587], [-8.9186, -0.6417, -1.3185], [2.4045, 1.2868, -4.1197], [-3.3950, -0.6081, -3.5291], [7.4362, 0.9648, 1.1030], [5.6930, -3.9635, -2.1131], [1.1257, -2.4203, 3.7490], [-3.0636, 2.4343, 1.0058], [-6.5974, -2.0972, 1.1993], [4.9756, -3.3391, 0.6540], [0.8274, -4.2190, 2.1789], [-8.2492, -2.1054, 0.5791], [-0.3300, 3.6386, -1.0027], [-7.7426, 0.3177, -2.2116], [-2.0628, 5.1142, 3.3473], [-4.8116, -0.4550, 1.2609], [1.4583, -0.1740, 2.8753], [-0.1317, -1.9218, 2.6187], [-5.7821, -0.6969, -2.9237], [3.8743, -3.9812, -0.5936], [-0.6368, 4.2362, 3.9655], [-1.3430, 2.2437, -0.6453], [-8.4016, 0.4499, 0.7427], [4.2771, -2.1643, -2.1276], [7.4735, -4.4592, -0.7126], [1.1304, -3.7666, -0.1744], [7.3167, -2.8565, 0.0552], [-6.9539, -2.8539, -0.3597], [-6.8074, 0.4125, 1.4778], [5.9444, -1.7103, -2.5455], [0.2252, 0.0601, -3.6032], [1.3614, 4.8154, 1.0067], [-2.0798, 5.9527, 1.1195], [7.3517, -0.6355, -0.7554], [-0.2753, 1.9468, 3.3293], [3.2432, 0.0622, -3.1740], [2.6923, -1.1281, 2.4502], [3.2068, 0.8232, 1.4101], [-7.1114, 1.4470, 0.0685], [1.3831, 4.1717, 2.6358], [2.6927, 1.8583, -1.7542], [5.3229, 1.6686, 2.1995], [1.1214, 1.8119, -2.1831], [-2.5014, 2.8072, 3.3472], [-1.3068, 1.1607, 2.1108], [0.2504, -1.8982, -2.5954], [1.7857, -2.2748, -2.9666], [-7.7273, -1.4517, -2.3214], [5.2459, -4.9760, -0.0189], [-3.5031, 4.0477, 1.6405], [-0.6731, 5.7147, 0.0751], [1.3375, -0.8046, -4.6491], [2.3771, -3.4625, 1.8318], [-0.1251, -2.9337, 0.4041]],
  "mulliken_charge": [0.43, 1.02, -0.42, -0.38, -0.36, -0.36, 0.21, 0.21, -0.37, 0.05, -0.34, -0.02, -0.85, -0.39, 0.92, 0.20, -0.42, -2.08, -1.38, -0.91, -1.60, -0.70, -0.81, -1.57, -0.90, -0.67, -2.02, -0.79, 0.57, -0.97, -1.11, 0.37, -0.71, -0.54, -0.53, 0.49, 0.51, 1.98, -0.62, -1.20, -0.94, 0.45, 0.36, 0.42, 0.50, 0.52, 0.43, 0.34, 0.52, 0.29, 0.33, 0.36, 0.51, 0.45, 0.59, 0.45, 0.38, 0.54, 0.13, 0.25, 0.51, 0.26, 0.38, -0.03, 0.47, 0.10, 0.36, 0.30, 0.46, 0.36, 0.31, 0.55, 0.22, 0.45, 0.33, 0.62, 0.57, 0.13, 0.36, 0.01, 0.35, 0.45, 0.31, 0.50, 0.16, 0.39, 0.29, 0.25, 0.28, 0.42, 0.45, 0.37, 0.38, 0.48, 0.20, 0.18]
}



2.
{
  "formula": "C27H24IO4",
  "method": "ωB97M-V/def2-TZVPD",
  "homo_energy_ev": -11.1327,
  "orbital_gap_ev": 5.54,
  "charge": 1,
  "e_lumo_ev": -5.59,
  "elements": ["I", "O", "O", "O", "O", "C", "C", "C", "C", "C", "C", "C", "C", "C", "C", "C", "C", "C", "C", "C", "C", "C", "C", "C", "C", "C", "C", "C", "C", "C", "C", "C", "H", "H", "H", "H", "H", "H", "H", "H", "H", "H", "H", "H", "H", "H", "H", "H", "H", "H", "H", "H", "H", "H", "H", "H"],
  "xyz": [[0.1953, 3.3383, 1.6617], [-2.8544, 1.4089, -0.7077], [-2.9372, 3.7236, -1.1540], [-0.9766, 0.6769, 0.2355], [-1.4469, 5.0965, -0.2512], [-4.6705, -0.1973, 4.4372], [2.4310, -1.4419, 3.0804], [-0.0791, 0.1589, 3.0138], [-1.6446, 4.9369, 3.6346], [-0.0704, 6.2588, 2.3369], [-4.3860, 2.2804, -2.3352], [-4.7405, 2.7103, 0.1371], [4.8533, -1.4078, 2.9893], [-0.6234, 5.0346, 2.6941], [-3.7283, 2.5226, -0.9716], [-1.2725, 0.8319, 3.2668], [-3.8514, -1.8467, 2.8562], [4.8427, -0.0094, 3.1226], [-1.6252, 2.9091, 0.7544], [3.6377, 0.6714, 3.2553], [-2.1003, 6.1139, 4.2575], [-2.5404, 0.1646, 3.3013], [3.6436, -2.1166, 2.9660], [-1.9801, 4.0005, -0.2055], [-1.7628, 1.6036, 0.1121], [-2.7539, -1.0394, 2.5750], [-4.8003, -1.4449, 3.8080], [1.1584, 0.6680, 3.3870], [2.4004, -0.0284, 3.2338], [-0.5176, 7.4246, 2.9692], [-3.5836, 0.6205, 4.1529], [-1.5225, 7.3465, 3.9408], [-5.0111, 1.3854, -2.3016], [-0.1080, -0.8182, 2.5191], [-5.6423, -2.0947, 4.0510], [-5.3947, 1.8289, 0.1775], [1.4891, -1.9942, 3.0780], [-3.6050, 2.1501, -3.0922], [3.6408, -3.2000, 2.8532], [-0.0754, 8.3816, 2.6919], [0.6934, 6.3035, 1.5629], [-2.9054, 6.0552, 4.9901], [5.7997, -1.9412, 2.8948], [-1.8545, 8.2557, 4.4496], [-2.0344, -1.3150, 1.8041], [-3.9666, -2.7976, 2.3333], [-4.2434, 2.8445, 1.1061], [-3.4782, 1.6016, 4.6224], [5.7818, 0.5450, 3.1160], [-4.9946, 3.1498, -2.6016], [3.6169, 1.7599, 3.3637], [-2.0875, 3.9750, 3.8832], [-5.3536, 3.5918, -0.0946], [-1.2175, 1.8132, 3.7393], [1.1897, 1.6483, 3.8723], [-5.4231, 0.1316, 5.1569]],
  "mulliken_charge": [0.45, -0.37, -0.37, -0.64, -0.60, -0.85, -0.29, -0.13, 0.04, -0.32, -1.65, -1.30, -0.34, 0.19, 1.48, -0.44, -1.05, -0.65, -0.20, -0.40, -0.58, 0.65, -0.72, 0.45, 0.59, 0.24, -0.25, -0.47, 0.54, -0.61, -0.22, -0.46, 0.39, 0.04, 0.41, 0.37, 0.36, 0.40, 0.38, 0.38, 0.39, 0.39, 0.39, 0.38, 0.51, 0.41, 0.20, 0.33, 0.39, 0.39, 0.37, 0.39, 0.37, 0.47, 0.76, 0.42]
}



3.
{
  "formula": "C17H22N2O6S",
  "method": "ωB97M-V/def2-TZVPD",
  "homo_energy_ev": -9.3060,
  "orbital_gap_ev": 9.27,
  "charge": 0,
  "e_lumo_ev": -0.04,
  "elements": ["S", "O", "O", "O", "O", "O", "O", "N", "N", "C", "C", "C", "C", "C", "C", "C", "C", "C", "C", "C", "C", "C", "C", "C", "C", "C", "H", "H", "H", "H", "H", "H", "H", "H", "H", "H", "H", "H", "H", "H", "H", "H", "H", "H", "H", "H", "H", "H"],
  "xyz": [[3.6986, -0.9299, -0.3965], [4.1942, -0.9935, -1.7393], [4.4462, -1.5828, 0.6426], [-2.5170, -3.3227, 0.7761], [-2.8471, -1.9292, -0.9528], [-2.0144, 0.0097, 1.1671], [-5.9039, 1.0710, -0.9172], [-4.0772, 0.2904, 0.2100], [3.4014, 0.6729, -0.0401], [-2.6029, 2.0954, 0.0466], [-4.7904, 1.2370, -0.4985], [-0.1836, -1.4693, -1.2876], [1.5928, 1.4445, 1.4330], [-2.8029, 0.6843, 0.5588], [-4.5928, -1.0381, 0.4616], [1.1486, -1.1070, -1.3442], [4.2102, 1.6503, -0.7380], [5.6716, 1.6505, -0.2978], [-3.9218, 2.4710, -0.6191], [-0.6362, -2.2638, -0.2355], [3.0280, 0.9315, 1.3349], [0.2517, -2.7159, 0.7375], [-4.2464, -1.9677, -0.7070], [2.0133, -1.5396, -0.3557], [-2.0738, -2.5856, -0.0663], [1.5842, -2.3502, 0.6771], [3.7552, 2.6338, -0.5896], [-4.7185, -1.6245, -1.6292], [1.5379, -0.4888, -2.1374], [-0.1276, -3.3317, 1.5383], [-4.5611, -2.9886, -0.4704], [-2.3418, 2.7447, 0.8823], [6.2368, 2.3742, -0.8795], [-3.8142, 2.7322, -1.6719], [-1.7594, 2.0993, -0.6445], [5.7644, 1.9016, 0.7566], [3.1323, -0.0047, 1.8873], [-4.1297, -1.4122, 1.3775], [0.8886, 0.7041, 1.0627], [-4.4244, 3.3046, -0.1274], [4.1535, 1.3884, -1.7959], [1.4804, 2.3550, 0.8491], [-5.6763, -0.9730, 0.5747], [6.0907, 0.6601, -0.4564], [2.2991, -2.6738, 1.4172], [-0.8791, -1.1376, -2.0424], [3.7118, 1.6609, 1.7798], [1.3510, 1.6628, 2.4697]],
  "mulliken_charge": [1.28, -0.73, -0.69, -0.65, -0.35, -0.60, -0.61, 0.17, 0.37, -0.28, 0.42, -0.35, -0.79, 0.43, -1.04, -0.83, -0.67, -1.02, -0.46, 0.42, -0.80, -0.90, -0.55, -0.06, 0.50, -0.21, 0.36, 0.43, 0.42, 0.50, 0.34, 0.29, 0.40, 0.29, 0.22, 0.28, 0.42, 0.45, -0.02, 0.27, 0.39, 0.25, 0.44, 0.30, 0.55, 0.56, 0.40, 0.43]
}



4.
{
  "formula": "C4H6N2O",
  "method": "ωB97M-V/def2-TZVPD",
  "homo_energy_ev": -7.4196,
  "orbital_gap_ev": 7.83,
  "charge": 0,
  "e_lumo_ev": 0.41,
  "elements": ["O", "N", "N", "C", "C", "C", "C", "H", "H", "H", "H", "H", "H"],
  "xyz": [[-0.7067, -1.9525, 0.3527], [-1.7740, 0.6766, -0.1210], [1.3347, -0.9138, -0.0978], [1.7721, 0.5002, -0.3279], [0.7698, 1.3922, -0.2449], [0.0605, -0.9047, 0.1391], [-0.3739, 0.5206, 0.2308], [-1.6182, -1.5912, 0.3820], [-0.2961, 0.5653, 1.3379], [2.8283, 0.5895, -0.5610], [-2.0689, 1.6020, 0.1801], [1.9164, -1.7403, -0.0665], [-1.8476, 0.7153, -1.1327]],
  "mulliken_charge": [-0.51, -0.65, -0.01, -0.27, -1.12, -0.03, 0.76, 0.39, 0.29, 0.38, 0.30, 0.24, 0.23]
}



5.
{
  "formula": "C2H4N2S2",
  "method": "ωB97M-V/def2-TZVPD",
  "homo_energy_ev": -8.8230,
  "orbital_gap_ev": 8.15,
  "charge": 0,
  "e_lumo_ev": -0.67,
  "elements": ["S", "S", "N", "N", "C", "C", "H", "H", "H", "H"],
  "xyz": [[-0.0267, -1.2809, 1.0222], [-3.0299, -0.6742, 1.5505], [1.2929, 0.6385, -0.5438], [0.6265, 0.2195, -1.5474], [1.1764, 0.0511, 0.5707], [-1.5227, -0.3000, 0.8353], [0.4395, -0.8706, -1.6550], [0.7924, 0.6486, -2.4133], [1.5612, 0.7766, 1.5759], [-1.3096, 0.7912, 0.6049]],
  "mulliken_charge": [-0.04, -0.17, -0.25, -0.27, -0.16, -0.17, 0.23, 0.24, 0.30, 0.29]
}



6.
{
  "formula": "C2H5IS",
  "method": "ωB97M-V/def2-TZVPD",
  "homo_energy_ev": -8.8901,
  "orbital_gap_ev": 9.33,
  "charge": 0,
  "e_lumo_ev": 0.44,
  "elements": ["I", "S", "C", "C", "H", "H", "H", "H", "H"],
  "xyz": [[1.6908, -2.5090, 1.1151], [-0.8091, -0.1250, -1.8018], [0.0798, 0.9143, 0.5600], [-0.8638, 0.2562, -0.1343], [0.8898, 1.2672, -0.0167], [0.1853, 1.0753, 1.5964], [-1.7926, -0.0236, 0.3155], [0.3970, -1.6276, 0.3913], [0.2229, 0.7722, -2.0255]],
  "mulliken_charge": [-0.12, -0.12, -0.66, -0.18, 0.15, 0.33, 0.32, 0.13, 0.14]
}



7.
{
  "formula": "C6H16N2O",
  "method": "ωB97M-V/def2-TZVPD",
  "homo_energy_ev": [-6.2956, -6.2942],
  "orbital_gap_ev": [7.13, 7.13],
  "charge": 0,
  "e_lumo_ev": [0.83, 0.83],
  "elements": ["O", "N", "N", "C", "C", "C", "C", "C", "C", "H", "H", "H", "H", "H", "H", "H", "H", "H", "H", "H", "H", "H", "H", "H", "H"],
  "xyz": [[0.8686, -0.9926, -2.1738], [-1.4757, 0.5718, -1.8090], [-0.6179, -0.1591, 0.4174], [-1.1070, -1.5208, 0.1899], [-0.3862, 0.6428, -0.8543], [-1.4030, 0.5325, 1.4313], [0.9495, 0.2029, -1.3781], [1.3956, -0.4052, 0.8296], [2.1599, 0.8359, 1.1889], [-0.9783, 1.5182, 1.6202], [-1.3945, -0.0430, 2.3588], [-0.9954, -2.0929, 1.1125], [-1.4693, -0.3230, -2.2836], [-2.1634, -1.5223, -0.1034], [2.8434, 1.1135, 0.3888], [-2.4495, 0.6566, 1.1199], [1.4915, 1.6848, 1.3539], [0.9911, -0.8888, 1.7227], [2.7141, 0.6881, 2.1264], [1.9338, -1.1609, 0.2777], [-0.5181, -1.9849, -0.5971], [-2.3915, 0.7259, -1.3999], [-0.2841, 1.6747, -0.5123], [0.8288, -0.7607, -3.1100], [1.4575, 1.0067, -1.9163]],
  "mulliken_charge": [-0.53, -0.66, 0.06, -1.07, 0.22, -1.06, -1.02, -0.21, -1.04, 0.31, 0.37, 0.38, 0.28, 0.37, 0.30, 0.34, 0.23, 0.37, 0.36, 0.39, 0.33, 0.27, 0.40, 0.32, 0.31]
}



8.
{
  "formula": "C14H13N2S3Tc",
  "method": "ωB97M-V/def2-TZVPD",
  "homo_energy_ev": [-11.4258, -11.9434],
  "orbital_gap_ev": [6.23, 7.34],
  "charge": 1,
  "e_lumo_ev": [-5.20, -4.61],
  "spin_multiplicity": 2,
  "elements": ["Tc", "S", "S", "S", "N", "N", "C", "C", "C", "C", "C", "C", "C", "C", "C", "C", "C", "C", "C", "C", "H", "H", "H", "H", "H", "H", "H", "H", "H", "H", "H", "H", "H"],
  "xyz": [[0.3281, -0.4261, 0.1601], [-0.7158, -2.1087, 1.0764], [1.4059, 4.0254, -0.9190], [-0.9655, -0.7473, -1.5681], [0.6278, 1.9818, -2.4446], [0.8011, 1.6356, -0.1206], [1.2016, 1.8349, 2.3125], [-3.4080, -3.9155, -2.0879], [1.9548, 3.9859, 3.1073], [2.0280, -1.3896, -0.3644], [1.9265, 4.5112, 1.8263], [-2.5252, -3.9912, 0.1526], [-3.3300, -4.5243, -0.8411], [-2.6838, -2.7673, -2.3558], [-1.7891, -2.8509, -0.1180], [0.8804, 2.3945, -1.2067], [1.5348, 3.6763, 0.7920], [1.5966, 2.6615, 3.3480], [-1.8713, -2.2448, -1.3581], [1.1740, 2.3507, 1.0220], [-2.7494, -2.2821, -3.3206], [2.6372, -1.4458, 0.5460], [2.2020, 5.5398, 1.6407], [-4.0436, -4.3377, -2.8535], [0.9086, 0.8060, 2.5181], [1.6234, 2.2764, 4.3575], [-2.4557, -4.4486, 1.1312], [-3.9075, -5.4169, -0.6475], [2.4991, -0.7042, -1.0834], [0.6451, 2.6332, -3.2112], [2.2578, 4.6137, 3.9330], [1.9419, -2.3807, -0.7975], [0.2700, 1.0548, -2.6258]],
  "mulliken_charge": [0.45, -0.09, -0.24, -0.38, -0.23, -0.33, -0.37, -0.51, -0.54, -1.01, -0.52, -0.53, -0.57, -0.69, 0.44, 0.59, 0.60, -0.89, 0.88, 0.38, 0.42, 0.39, 0.41, 0.38, 0.41, 0.41, 0.43, 0.39, 0.31, 0.25, 0.39, 0.32, 0.02]
}



We obtain ΔE to the lowest compared entry with this formula, charge and spin values of 0.0 24.9 48.6 368.7 368.8 100.4 552.8 0.0 kJ/mol for the records listed above, in that order.